Record 1
Computed, not measured: a 6-piece molecular cluster, C17H35F4NO15PS overall in a non-equilibrium geometry, with ωB97M-V with the def2-TZVPD basis set.

Properties
Frontier orbital gap in eV: 7.63
HOMO energy in eV: -12.148
LUMO in eV: -4.5

ORCA input file:
```
! RIJCOSX wB97M-V def2-TZVPD def2/J DEFGRID3
* xyz 1 1
F 1.851 -1.801 1.667
C 0.499 -2.275 1.295
F -0.243 -2.472 2.597
C 0.459 -3.670 0.435
F 0.973 -4.826 1.256
F -1.005 -3.983 0.226
N 1.062 -3.594 -0.948
P 2.834 -3.415 -1.001
S 3.832 -4.956 -0.323
H -0.142 -1.478 0.686
H 0.622 -2.763 -1.439
H 0.834 -4.508 -1.432
H 3.300 -2.151 -0.414
H 3.188 -3.316 -2.424
C 2.393 4.798 1.635
O 1.627 4.020 2.552
C 1.328 2.772 2.112
O 1.653 2.294 1.036
O 0.603 2.148 3.075
C 0.214 0.816 2.747
H 2.574 5.776 2.090
H 3.361 4.324 1.440
H 1.840 4.949 0.702
H 1.095 0.183 2.597
H -0.425 0.808 1.858
H -0.359 0.414 3.587
C -0.107 -1.070 -5.938
O 0.146 -2.232 -5.149
C -0.051 -3.404 -5.804
O -0.411 -3.527 -6.964
O 0.223 -4.417 -4.943
C 0.058 -5.720 -5.499
H 0.082 -0.192 -5.315
H 0.569 -1.034 -6.799
H -1.152 -1.044 -6.263
H 0.740 -5.869 -6.342
H -0.980 -5.880 -5.806
H 0.304 -6.452 -4.724
C 0.696 11.097 4.507
O 0.948 9.936 5.295
C 0.752 8.763 4.641
O 0.391 8.641 3.481
O 1.026 7.750 5.501
C 0.861 6.447 4.946
H 0.884 11.976 5.129
H 1.371 11.134 3.646
H -0.349 11.123 4.181
H 1.543 6.298 4.102
H -0.178 6.287 4.638
H 1.106 5.716 5.720
C -2.881 -3.072 -7.379
O -3.844 -2.097 -7.773
C -5.084 -2.598 -8.003
O -5.415 -3.769 -7.899
O -5.892 -1.571 -8.367
C -7.239 -1.952 -8.642
H -1.927 -2.561 -7.222
H -3.176 -3.547 -6.437
H -2.745 -3.821 -8.165
H -7.708 -2.382 -7.751
H -7.277 -2.657 -9.480
H -7.794 -1.053 -8.924
C 1.204 -1.694 9.327
O 1.579 -2.459 8.184
C 1.543 -1.770 7.015
O 1.226 -0.599 6.883
O 1.920 -2.611 6.019
C 1.929 -2.018 4.722
H 1.269 -2.344 10.205
H 1.889 -0.852 9.471
H 0.171 -1.343 9.235
H 2.643 -1.189 4.681
H 0.925 -1.680 4.445
H 2.245 -2.780 4.004
*
```

Electronic structure analysis, Mulliken charges in units of e: number 1, F, carries -0.211; number 2, C, carries 0.412; number 3, F, carries -0.231; number 4, C, carries 0.293; number 5, F, carries -0.206; number 6, F, carries -0.248; number 7, N, carries -0.305; number 8, P, carries 0.093; number 9, S, carries -0.197; number 10, H, carries 0.357; number 11, H, carries 0.465; number 12, H, carries 0.411; number 13, H, carries 0.203; number 14, H, carries 0.205; number 15, C, carries -0.612; number 16, O, carries -0.205; number 17, C, carries 0.642; number 18, O, carries -0.586; number 19, O, carries -0.273; number 20, C, carries -0.586; number 21, H, carries 0.182; number 22, H, carries 0.303; number 23, H, carries 0.297; number 24, H, carries 0.169; number 25, H, carries 0.327; number 26, H, carries 0.314; number 27, C, carries -0.613; number 28, O, carries -0.292; number 29, C, carries 0.830; number 30, O, carries -0.582; number 31, O, carries -0.262; number 32, C, carries -0.669; number 33, H, carries 0.218; number 34, H, carries 0.344; number 35, H, carries 0.278; number 36, H, carries 0.307; number 37, H, carries 0.312; number 38, H, carries 0.227; number 39, C, carries -0.608; number 40, O, carries -0.316; number 41, C, carries 0.750; number 42, O, carries -0.548; number 43, O, carries -0.313; number 44, C, carries -0.304; number 45, H, carries 0.220; number 46, H, carries 0.288; number 47, H, carries 0.286; number 48, H, carries -0.008; number 49, H, carries 0.289; number 50, H, carries 0.270; number 51, C, carries -0.533; number 52, O, carries -0.308; number 53, C, carries 0.693; number 54, O, carries -0.541; number 55, O, carries -0.313; number 56, C, carries -0.609; number 57, H, carries 0.059; number 58, H, carries 0.287; number 59, H, carries 0.367; number 60, H, carries 0.287; number 61, H, carries 0.290; number 62, H, carries 0.225; number 63, C, carries -0.603; number 64, O, carries -0.324; number 65, C, carries 0.718; number 66, O, carries -0.547; number 67, O, carries -0.360; number 68, C, carries -0.377; number 69, H, carries 0.223; number 70, H, carries 0.289; number 71, H, carries 0.290; number 72, H, carries 0.340; number 73, H, carries 0.121; number 74, H, carries 0.210

***

Record 2
Computed, not measured: C37H51CoN3OSe2Te as an isolated structure, with ωB97M-V with the def2-TZVPD basis set.

Properties
Frontier orbital gap (spin up / spin down) in eV: 6.05 / 6.03
HOMO energy (spin up / spin down) in eV: -6.699 / -6.750
LUMO (spin up / spin down) in eV: -0.7 / -0.7

ORCA input file:
```
! RIJCOSX wB97M-V def2-TZVPD def2/J DEFGRID3
* xyz 0 4
Co -0.312 -0.507 -0.635
C 3.015 2.872 0.311
Se 2.999 0.977 -0.121
C 3.935 0.313 1.460
C 3.524 0.982 2.758
Se 1.643 0.736 3.245
C 1.686 2.128 4.611
H 4.019 3.199 0.575
H 2.307 3.075 1.115
H 2.686 3.386 -0.590
H 5.000 0.465 1.301
H 3.736 -0.759 1.468
H 3.684 2.058 2.702
H 4.121 0.591 3.581
H 2.442 1.903 5.359
H 0.703 2.143 5.080
H 1.884 3.097 4.157
N -3.937 -4.699 -4.939
C -4.345 -3.645 -4.184
O -5.510 -3.342 -4.050
C -3.259 -2.847 -3.499
C -1.967 -3.305 -3.288
C -1.053 -2.476 -2.666
N -1.363 -1.246 -2.242
C -2.608 -0.805 -2.455
C -3.577 -1.572 -3.067
H -4.645 -5.196 -5.452
H -2.976 -4.851 -5.178
H -1.655 -4.303 -3.567
H -0.033 -2.798 -2.506
H -2.809 0.210 -2.133
H -4.577 -1.188 -3.222
C -1.197 5.714 -2.369
C -0.617 4.326 -2.254
C 0.391 3.910 -3.111
C 0.932 2.631 -2.975
C 2.031 2.155 -3.897
C 0.447 1.804 -1.985
C -0.608 2.162 -1.102
C -1.111 3.464 -1.272
N -1.031 1.204 -0.182
C -2.022 1.478 0.867
C -1.572 2.608 1.819
C -2.575 2.780 2.968
C -2.671 1.485 3.783
C -3.137 0.352 2.861
C -4.520 0.680 2.286
C -4.426 1.978 1.476
C -3.954 3.118 2.387
C -3.435 1.772 0.321
C -2.123 0.204 1.722
H -0.651 6.312 -3.100
H -1.160 6.231 -1.409
H -2.245 5.674 -2.679
H 0.759 4.574 -3.888
H 2.665 2.984 -4.212
H 1.606 1.705 -4.799
H 2.657 1.403 -3.412
H 0.937 0.836 -1.870
H -1.908 3.834 -0.642
H -1.472 3.555 1.290
H -0.583 2.343 2.199
H -2.238 3.597 3.612
H -3.373 1.613 4.614
H -1.692 1.233 4.207
H -3.183 -0.586 3.422
H -5.256 0.784 3.091
H -4.851 -0.140 1.638
H -5.408 2.228 1.067
H -4.676 3.258 3.199
H -3.905 4.057 1.823
H -3.433 2.645 -0.332
H -3.760 0.913 -0.279
H -2.398 -0.648 1.082
H -1.134 0.005 2.147
C 5.569 -6.127 -0.135
C 4.500 -5.091 0.120
C 4.041 -4.255 -0.884
C 3.015 -3.329 -0.672
C 2.656 -2.441 -1.841
C 2.411 -3.251 0.590
Te 0.668 -2.107 1.054
C 2.928 -4.025 1.647
C 2.425 -3.912 3.070
C 3.950 -4.932 1.388
H 5.836 -6.167 -1.192
H 5.223 -7.118 0.168
H 6.474 -5.909 0.438
H 4.492 -4.315 -1.873
H 3.552 -1.956 -2.234
H 1.958 -1.660 -1.552
H 2.226 -3.030 -2.660
H 2.066 -2.908 3.297
H 3.226 -4.161 3.768
H 1.595 -4.602 3.251
H 4.334 -5.535 2.211
*
```

Electronic structure analysis, Mulliken charges in units of e: number 1, Co, carries 0.334; number 2, C, carries -0.979; number 3, Se, carries 0.315; number 4, C, carries -0.523; number 5, C, carries -1.057; number 6, Se, carries 0.360; number 7, C, carries -1.199; number 8, H, carries 0.435; number 9, H, carries 0.130; number 10, H, carries 0.252; number 11, H, carries 0.497; number 12, H, carries 0.035; number 13, H, carries 0.508; number 14, H, carries 0.479; number 15, H, carries 0.394; number 16, H, carries 0.318; number 17, H, carries 0.307; number 18, N, carries -0.345; number 19, C, carries 0.239; number 20, O, carries -0.598; number 21, C, carries 1.050; number 22, C, carries -1.033; number 23, C, carries -0.096; number 24, N, carries 0.177; number 25, C, carries -0.295; number 26, C, carries -0.962; number 27, H, carries 0.239; number 28, H, carries 0.173; number 29, H, carries 0.366; number 30, H, carries 0.135; number 31, H, carries 0.491; number 32, H, carries 0.500; number 33, C, carries -1.728; number 34, C, carries -0.040; number 35, C, carries -0.835; number 36, C, carries -0.286; number 37, C, carries -1.789; number 38, C, carries -0.057; number 39, C, carries 1.215; number 40, C, carries -0.460; number 41, N, carries 0.607; number 42, C, carries 1.680; number 43, C, carries -0.738; number 44, C, carries 0.448; number 45, C, carries -1.378; number 46, C, carries 0.245; number 47, C, carries -1.592; number 48, C, carries 0.257; number 49, C, carries -1.332; number 50, C, carries -1.037; number 51, C, carries -2.099; number 52, H, carries 0.388; number 53, H, carries 0.354; number 54, H, carries 0.338; number 55, H, carries 0.329; number 56, H, carries 0.433; number 57, H, carries 0.354; number 58, H, carries 0.268; number 59, H, carries 0.610; number 60, H, carries 0.608; number 61, H, carries 0.724; number 62, H, carries -0.287; number 63, H, carries 0.333; number 64, H, carries 0.608; number 65, H, carries 0.227; number 66, H, carries 0.381; number 67, H, carries 0.552; number 68, H, carries 0.467; number 69, H, carries 0.297; number 70, H, carries 0.539; number 71, H, carries 0.518; number 72, H, carries 0.330; number 73, H, carries 0.377; number 74, H, carries 0.524; number 75, H, carries -0.398; number 76, C, carries -1.526; number 77, C, carries 0.718; number 78, C, carries -0.829; number 79, C, carries 1.032; number 80, C, carries -0.786; number 81, C, carries -0.149; number 82, Te, carries 0.040; number 83, C, carries 0.686; number 84, C, carries -1.699; number 85, C, carries -0.873; number 86, H, carries 0.332; number 87, H, carries 0.347; number 88, H, carries 0.326; number 89, H, carries 0.331; number 90, H, carries 0.506; number 91, H, carries -0.877; number 92, H, carries 0.486; number 93, H, carries 0.231; number 94, H, carries 0.416; number 95, H, carries 0.291; number 96, H, carries 0.395

***

Record 3
Computed, not measured: C18H19F6N7O5S4SeSn as an isolated structure, with ωB97M-V with the def2-TZVPD basis set.

Properties
ΔE to the lowest compared entry with this formula, charge and spin in kcal/mol: 8.3
Frontier orbital gap in eV: 7.47
HOMO energy in eV: -8.390
LUMO in eV: -0.9

ORCA input file:
```
! RIJCOSX wB97M-V def2-TZVPD def2/J DEFGRID3
* xyz 0 1
Sn 0.174 -0.042 -0.288
N -0.218 -1.940 2.957
C 0.036 -0.634 3.183
N 0.124 0.277 2.256
C 0.372 1.530 2.780
C 0.425 1.580 4.132
S 0.187 0.006 4.801
C 0.660 2.601 1.838
C 0.851 3.919 2.083
S 1.304 4.735 0.627
C 1.224 3.216 -0.225
N 0.856 2.224 0.534
N 1.471 3.103 -1.544
H -0.063 -2.258 2.007
H -0.014 -2.597 3.690
H 0.615 2.420 4.774
H 0.772 4.464 3.005
H 1.918 3.860 -2.029
H 1.684 2.163 -1.847
F 3.137 0.309 2.821
C 3.899 0.665 1.784
F 3.659 1.953 1.531
F 5.168 0.551 2.162
S 3.512 -0.379 0.270
O 3.045 0.584 -0.690
O 4.677 -1.137 -0.039
N 2.305 -1.256 0.789
S 2.267 -2.819 0.549
O 3.067 -3.579 1.448
O 0.872 -3.164 0.451
C 2.898 -3.159 -1.187
F 2.161 -4.150 -1.703
F 4.161 -3.523 -1.254
F 2.692 -2.084 -1.960
C -3.143 2.257 -0.632
C -2.456 1.498 -1.769
C -2.085 2.464 -2.897
C -3.394 0.414 -2.304
O -1.289 0.902 -1.272
H -4.036 2.774 -0.980
H -2.443 2.977 -0.209
H -3.412 1.552 0.154
H -2.977 2.931 -3.316
H -1.561 1.918 -3.681
H -1.418 3.231 -2.507
H -4.301 0.861 -2.712
H -3.657 -0.270 -1.497
H -2.885 -0.159 -3.080
Se -1.891 -3.330 -0.728
N -1.900 -1.878 0.244
C -2.788 -2.028 1.225
C -3.091 -1.068 2.222
C -4.012 -1.388 3.172
C -4.665 -2.651 3.184
C -4.408 -3.599 2.241
C -3.471 -3.300 1.219
N -3.124 -4.115 0.225
H -2.580 -0.115 2.192
H -4.256 -0.678 3.950
H -5.382 -2.855 3.968
H -4.890 -4.565 2.250
*
```

Electronic structure analysis, Mulliken charges in units of e: number 1, Sn, carries 1.598; number 2, N, carries 0.090; number 3, C, carries -0.183; number 4, N, carries 0.977; number 5, C, carries -0.848; number 6, C, carries -0.296; number 7, S, carries -0.290; number 8, C, carries -0.761; number 9, C, carries -0.203; number 10, S, carries -0.255; number 11, C, carries -0.085; number 12, N, carries 0.930; number 13, N, carries -0.275; number 14, H, carries -0.173; number 15, H, carries 0.260; number 16, H, carries 0.496; number 17, H, carries 0.483; number 18, H, carries 0.246; number 19, H, carries 0.126; number 20, F, carries -0.180; number 21, C, carries 0.705; number 22, F, carries -0.211; number 23, F, carries -0.243; number 24, S, carries 0.699; number 25, O, carries -0.569; number 26, O, carries -0.587; number 27, N, carries -0.126; number 28, S, carries 0.698; number 29, O, carries -0.666; number 30, O, carries -0.586; number 31, C, carries 0.679; number 32, F, carries -0.242; number 33, F, carries -0.213; number 34, F, carries -0.193; number 35, C, carries -1.426; number 36, C, carries 1.507; number 37, C, carries -1.666; number 38, C, carries -1.439; number 39, O, carries -0.729; number 40, H, carries 0.434; number 41, H, carries 0.285; number 42, H, carries 0.210; number 43, H, carries 0.409; number 44, H, carries 0.338; number 45, H, carries 0.316; number 46, H, carries 0.427; number 47, H, carries 0.179; number 48, H, carries 0.327; number 49, Se, carries 0.389; number 50, N, carries -0.106; number 51, C, carries 0.154; number 52, C, carries 0.168; number 53, C, carries -0.994; number 54, C, carries -0.572; number 55, C, carries -0.650; number 56, C, carries 0.678; number 57, N, carries -0.879; number 58, H, carries 0.540; number 59, H, carries 0.447; number 60, H, carries 0.380; number 61, H, carries 0.471